302
Properties=species:S:1:pos:R:3:forces:R:3 method="wB97M-V/def2-TZVPD" orbital_gap_ha=0.328 spin_multiplicity=1 e_lumo_ha=0.00739 charge=0 energy_ev=-370553.5150 largest_force_ha_per_bohr=0.051
Cl 1.76782 0.20550 -5.67648 -0.327 0.164 0.226
C 2.74845 -1.26423 -5.51586 -0.085 -0.045 -0.127
C 2.63314 -2.00969 -4.21762 -0.583 0.267 -0.018
Cl 0.97241 -2.61291 -3.87686 0.333 -0.134 -0.230
H 3.77797 -0.93347 -5.61081 0.167 -0.098 -0.188
H 2.45722 -1.90600 -6.34505 0.173 0.010 -0.007
H 2.84436 -1.41007 -3.34091 0.375 0.144 -0.221
H 3.33079 -2.83367 -4.31472 -0.109 -0.354 0.441
Cl -1.88549 -4.15220 -2.62238 0.341 0.175 0.029
C -1.21672 -5.69723 -3.21898 -0.298 0.049 0.014
C -1.92600 -6.14459 -4.46014 0.102 -1.552 0.001
Cl -1.63431 -5.22517 -5.91615 0.361 0.489 -0.412
H -1.47036 -6.41746 -2.44301 0.305 -0.086 0.042
H -0.13011 -5.65173 -3.38491 -0.425 0.297 0.244
H -2.99513 -6.21835 -4.37307 -0.455 0.270 0.469
H -1.60400 -7.18787 -4.61406 0.102 0.358 -0.279
Cl 1.13175 -1.40338 4.67047 -0.134 -0.186 0.229
C 2.18365 -0.26240 3.82953 0.228 0.728 -0.147
C 2.04290 -0.31155 2.35459 -1.152 -1.451 0.113
Cl 2.48661 -1.93166 1.64300 0.048 0.232 0.108
H 3.22375 -0.38900 4.08071 0.078 -0.329 0.563
H 1.88821 0.74752 4.12246 0.041 -0.101 0.102
H 2.71550 0.37070 1.93346 0.772 1.084 -0.683
H 1.01885 -0.16674 2.03751 0.016 0.240 -0.213
Cl 7.50141 8.38147 0.71582 0.675 0.043 -0.240
C 5.83052 8.13163 1.16521 -0.890 -0.464 -0.020
C 5.44980 6.68306 1.30087 -0.873 -0.343 -0.296
Cl 6.02835 5.84583 2.77037 0.400 0.148 -0.121
H 5.14863 8.56500 0.41739 0.441 0.016 0.182
H 5.69607 8.59714 2.11166 -0.226 0.676 0.654
H 5.78251 6.14915 0.41112 -0.057 -0.265 0.160
H 4.35045 6.60851 1.38853 0.568 0.120 -0.249
Cl 9.71334 3.57444 -0.20893 -0.250 0.278 0.698
C 8.71827 3.50272 1.31854 0.190 -1.330 -0.345
C 9.65453 3.37365 2.51843 0.997 2.004 -0.047
Cl 8.72186 3.14177 4.05155 0.337 0.182 -0.651
H 8.13708 2.58093 1.21730 0.051 0.094 0.094
H 8.01113 4.32595 1.30441 0.370 0.295 0.315
H 10.30976 4.31233 2.57739 -1.216 -1.085 0.285
H 10.38974 2.57609 2.44481 -0.499 -0.363 -0.223
Cl 8.04777 5.90271 -2.66236 0.586 -0.914 0.189
C 7.48475 7.54198 -2.85476 -0.791 0.311 0.080
C 6.21243 7.55177 -3.68758 0.970 -0.297 -0.043
Cl 4.95638 6.66313 -2.84178 -0.676 -0.167 0.222
H 8.26208 8.09957 -3.33034 0.450 0.409 -0.422
H 7.33885 7.93209 -1.85248 -0.180 0.147 -0.060
H 6.40251 7.07447 -4.64528 -0.077 -0.146 -0.024
H 5.86908 8.54510 -3.88224 -0.245 0.672 0.077
Cl 9.58543 -0.40453 1.36986 -0.086 0.051 -0.401
C 8.22691 -0.47970 0.18759 -0.035 -0.082 -0.097
C 7.14547 -1.37521 0.70639 -0.372 0.984 0.383
Cl 6.39843 -0.54997 2.11681 -0.462 -0.271 -0.053
H 8.55992 -0.89823 -0.75452 0.485 0.221 -0.082
H 7.87761 0.54803 0.05292 0.050 -0.232 -0.084
H 7.57335 -2.27960 1.05790 0.320 -0.890 0.411
H 6.39070 -1.61048 -0.04241 -0.023 0.352 0.055
Cl 2.47368 6.17518 -0.43110 -0.360 -0.094 -0.259
C 1.50555 5.69902 -1.89099 0.011 0.931 -0.349
C 0.94391 4.33576 -1.78066 1.782 -1.368 -0.493
Cl -0.48440 4.16609 -0.85275 -1.312 0.087 0.997
H 2.19938 5.73708 -2.74390 -0.302 0.102 0.299
H 0.69597 6.43022 -2.00812 0.445 -0.005 -0.009
H 1.72061 3.67360 -1.38291 -0.188 -0.014 0.147
H 0.70337 3.94274 -2.75285 -0.020 0.238 -0.485
Cl -8.79885 -2.92881 0.68989 0.442 0.145 -0.434
C -7.45671 -2.23008 -0.33047 -0.471 -0.903 0.448
C -6.53711 -1.49562 0.58844 -0.298 0.127 -0.207
Cl -5.21046 -0.83668 -0.40683 0.375 0.106 0.009
H -7.92184 -1.61917 -1.07487 -0.297 0.643 -0.241
H -6.96593 -3.02577 -0.87138 -0.012 -0.350 0.233
H -6.14920 -2.14021 1.36249 0.270 -0.160 0.120
H -7.05269 -0.65866 1.02906 0.053 0.118 0.300
C -8.42977 3.72181 -4.49642 -1.967 0.995 -0.062
O -7.93887 2.50382 -4.89936 1.052 -1.214 -0.159
C -7.54880 1.73715 -3.76576 -0.786 0.378 0.500
C -7.18501 0.32972 -4.08467 1.238 0.502 -1.532
O -5.92573 0.35793 -4.80413 -1.292 -0.265 0.469
C -5.48207 -0.95146 -5.11205 -1.205 0.495 -1.085
C -4.33950 -1.30571 -4.29776 2.389 0.291 1.079
O -3.21940 -0.46390 -4.61105 -0.872 0.144 -0.520
C -2.07439 -0.88563 -3.96739 1.231 0.055 0.171
H -7.82545 4.23093 -3.74073 0.023 -0.192 0.221
H -9.49139 3.56052 -4.14286 0.891 0.466 0.186
H -8.51663 4.42116 -5.34118 0.216 -0.427 -0.006
H -8.42034 1.65483 -3.07749 0.321 0.297 -0.047
H -6.71312 2.23755 -3.25264 -0.167 -0.133 -0.054
H -7.96190 -0.15026 -4.70847 0.229 0.059 0.276
H -7.00617 -0.20393 -3.16685 -0.268 -0.411 0.606
H -5.19513 -0.88458 -6.15368 0.257 -0.344 -0.392
H -6.27872 -1.71562 -5.03543 0.224 0.362 0.133
H -3.97433 -2.29863 -4.42070 -0.139 -1.321 -0.502
H -4.48558 -1.21447 -3.23271 -0.672 0.176 0.627
H -2.14385 -0.91100 -2.86778 -0.264 0.105 0.020
H -1.25604 -0.20543 -4.23583 -0.186 0.002 0.072
H -1.75012 -1.87966 -4.27832 -0.148 -0.208 -0.144
C -5.86291 -8.98394 0.13740 0.207 -0.466 1.415
O -6.16970 -7.77784 0.82919 1.694 0.544 -0.084
C -4.97814 -6.88348 0.96401 -1.964 -0.034 -0.636
C -5.47260 -5.43470 0.62643 -0.025 -1.735 0.030
O -6.07059 -5.43269 -0.67003 1.527 0.695 -0.286
C -5.14013 -5.04010 -1.68025 -1.584 0.060 -0.349
C -5.95298 -4.90112 -2.93426 -0.323 0.655 -1.297
O -6.74370 -3.68201 -2.94985 0.183 -0.469 -0.019
C -7.83292 -3.73591 -3.87072 0.673 0.815 -0.344
H -5.17207 -8.85416 -0.67049 0.244 0.467 -0.849
H -6.76403 -9.48029 -0.21612 -0.201 0.353 0.001
H -5.34727 -9.71164 0.79668 -0.250 0.233 0.042
H -4.18950 -7.26276 0.32546 0.073 0.158 -0.684
H -4.53091 -6.91049 1.94524 -0.289 -0.081 0.641
H -4.58460 -4.77268 0.69507 -0.789 0.043 0.017
H -6.30911 -5.19379 1.30029 0.742 0.202 0.071
H -4.32262 -5.73322 -1.85744 0.076 -0.539 0.163
H -4.67815 -4.07907 -1.51909 0.191 0.597 0.659
H -6.62940 -5.74876 -3.03674 -0.022 -0.202 0.015
H -5.28086 -4.86892 -3.81660 -0.197 -0.093 0.237
H -8.50841 -4.52866 -3.62138 -0.479 -0.588 0.188
H -7.47933 -3.87275 -4.90678 0.027 -0.129 0.204
H -8.39203 -2.77723 -3.87286 0.490 -0.460 0.373
C 6.08285 3.05896 -3.81311 0.176 1.131 0.887
O 5.70646 2.58259 -5.05216 -0.458 -0.696 -1.138
C 4.75133 3.37285 -5.72935 0.575 -0.384 -1.286
C 3.42571 3.47350 -5.05110 -1.606 0.981 -0.384
O 2.59261 4.32638 -5.90040 -0.048 -0.243 0.029
C 1.36049 3.83209 -6.43926 -0.112 -0.355 0.580
C 0.25498 3.63479 -5.37413 0.529 0.482 -0.496
O -0.03492 4.87411 -4.72943 0.344 -1.035 0.717
C -0.62217 5.86825 -5.50009 -0.281 1.288 -0.082
H 5.40919 2.78464 -3.00588 -0.327 -0.304 0.045
H 6.11095 4.16194 -3.80005 0.239 -0.233 -0.044
H 7.06859 2.66983 -3.57801 0.184 0.058 -0.033
H 4.66340 2.98815 -6.77082 -0.168 -0.242 0.807
H 5.12436 4.37638 -5.90759 0.261 0.513 0.355
H 3.52627 4.00545 -4.09366 -0.057 -0.289 -0.066
H 2.92981 2.52033 -4.90076 0.153 -0.279 0.105
H 1.46867 2.90626 -7.02186 0.265 -0.053 0.240
H 1.00831 4.57831 -7.15808 0.290 0.039 0.155
H 0.58634 2.89124 -4.61589 -0.262 0.617 -0.227
H -0.66218 3.25668 -5.84434 0.119 -0.132 -0.089
H 0.02231 6.25085 -6.30405 -0.019 -0.246 0.041
H -0.77142 6.72352 -4.81577 -0.051 -0.379 -0.284
H -1.60449 5.61316 -5.92773 0.196 -0.286 0.108
C 1.45649 3.35369 1.84303 -0.251 -0.759 0.099
O 1.92717 2.96820 3.14132 -0.079 -0.050 -0.829
C 2.84477 3.94361 3.60219 -0.479 -0.168 -0.171
C 3.36165 3.59245 4.98610 -0.777 1.646 0.218
O 3.96284 2.39308 5.21742 1.652 -1.479 -0.476
C 5.27687 2.17683 4.65587 -0.244 -0.604 -0.420
C 5.81988 0.92455 5.39615 -0.858 1.129 -0.601
O 5.09461 -0.21313 4.96926 -0.304 0.250 0.459
C 5.68364 -1.37690 5.48353 1.251 -0.539 -1.517
H 0.74396 4.16351 1.86727 -0.309 0.422 0.465
H 0.96420 2.51655 1.32227 0.373 0.066 0.453
H 2.26304 3.72170 1.22335 0.520 -0.132 -0.284
H 2.29328 4.87774 3.68453 -0.034 0.503 0.334
H 3.56970 4.14168 2.81207 0.633 -0.274 0.119
H 2.49503 3.61522 5.64828 -0.199 -0.147 -0.018
H 3.98044 4.41757 5.35726 0.257 0.228 -0.266
H 5.96944 3.03038 4.71704 -0.323 0.061 0.827
H 5.23005 2.06083 3.54730 -0.267 -0.518 0.541
H 5.66300 1.14477 6.45813 -0.080 -0.291 0.107
H 6.87942 0.75106 5.25366 0.432 0.178 -0.350
H 6.68059 -1.44243 4.98594 -0.198 -0.202 0.723
H 5.17554 -2.29054 5.17800 -0.545 0.318 -0.156
H 5.77288 -1.39527 6.55097 0.094 0.251 0.771
C -6.91980 3.50683 2.81118 -0.587 0.833 -0.574
O -7.59845 2.71393 1.86916 -0.700 -0.834 0.197
C -6.85059 1.99501 0.91005 0.411 1.833 0.136
C -6.65389 2.82926 -0.37475 0.876 -0.902 0.925
O -5.80050 3.91762 0.00052 0.299 0.983 -1.707
C -5.22419 4.64739 -1.16916 -0.658 -1.403 0.742
C -3.90874 4.01414 -1.63251 -1.352 -0.554 -0.552
O -4.33140 2.97034 -2.54462 0.588 -0.049 0.809
C -3.24949 2.23801 -3.11797 -0.060 0.588 -0.381
H -6.76773 4.47727 2.31579 0.522 -0.037 0.536
H -5.98889 3.06661 3.16420 0.088 -0.125 -0.063
H -7.60180 3.65927 3.65652 0.200 -0.150 -0.117
H -7.42435 1.11169 0.70718 -0.152 -0.434 -0.291
H -5.85861 1.76342 1.34153 -0.254 -0.240 -0.335
H -7.63088 3.14599 -0.77812 0.367 0.105 0.054
H -6.10477 2.17370 -1.06766 -0.367 0.228 -0.191
H -5.11737 5.68750 -0.89325 0.108 0.153 0.350
H -5.93293 4.58752 -2.01961 0.275 0.075 0.417
H -3.36142 3.58662 -0.78679 0.039 0.044 0.016
H -3.28653 4.75874 -2.14422 0.076 -0.126 -0.076
H -2.61126 1.68592 -2.38324 -0.503 0.506 -0.233
H -2.65611 3.01965 -3.63375 0.361 -0.699 -0.015
H -3.66141 1.51390 -3.84681 0.186 0.559 0.492
C -3.67558 -1.30755 3.04363 0.624 0.344 1.503
O -3.83194 -2.01879 4.31985 1.050 0.816 -1.714
C -2.90997 -3.07325 4.24330 0.387 -0.671 -0.130
C -3.26309 -4.11310 3.16236 0.765 -0.151 0.220
O -4.57758 -4.53503 3.14211 -0.820 -0.014 -1.073
C -5.07613 -5.00419 4.32998 -0.352 -0.246 2.068
C -6.27534 -5.90262 4.14839 0.942 -0.029 0.524
O -7.26929 -5.19935 3.49711 -0.716 -0.025 0.231
C -8.44323 -5.96339 3.33761 -0.699 0.085 -0.030
H -2.63060 -1.09931 2.76860 0.076 -0.065 0.615
H -4.16284 -0.35923 3.10167 -0.558 0.517 0.242
H -4.03825 -1.86796 2.23192 -0.925 -0.889 -0.944
H -2.75045 -3.53957 5.22904 -0.828 -0.014 -0.172
H -1.88247 -2.75526 4.02444 -0.029 0.514 -0.276
H -2.59667 -4.93850 3.34968 0.477 -0.841 0.329
H -3.05469 -3.89493 2.11214 0.204 0.849 0.202
H -5.35578 -4.18054 4.97740 -0.092 0.448 0.220
H -4.32119 -5.57618 4.88483 0.145 -0.161 -0.045
H -6.63219 -6.30230 5.12741 0.317 0.301 -0.389
H -5.89396 -6.72791 3.56363 -0.379 -0.740 -0.421
H -8.97266 -6.29076 4.27788 0.800 0.542 -0.393
H -8.23288 -6.88103 2.77255 -0.095 0.196 -0.190
H -9.10549 -5.27615 2.80190 -0.138 -0.534 -0.089
C 9.25948 1.33187 -2.51994 1.171 -1.073 -0.864
O 9.09816 -0.06939 -2.81090 -0.566 0.726 -0.451
C 8.05384 -0.31257 -3.73510 -0.120 -0.861 0.491
C 6.60704 -0.41120 -3.22674 0.747 1.623 -0.040
O 6.25894 -1.49182 -2.42492 -0.246 0.071 -0.042
C 6.40403 -2.69491 -3.14296 -0.789 -0.921 0.668
C 5.85133 -3.83246 -2.26165 -0.188 0.083 0.209
O 4.41899 -3.88031 -2.23076 0.495 0.550 -0.093
C 3.78705 -2.91039 -1.36116 1.288 -2.063 0.265
H 9.45586 1.98362 -3.40729 -0.591 -0.668 0.213
H 10.20776 1.32263 -2.00359 -0.088 0.436 0.757
H 8.42281 1.67796 -1.94800 -0.257 0.509 0.461
H 8.35687 -1.21452 -4.26603 -0.125 0.092 -0.266
H 7.94880 0.51116 -4.40089 0.388 0.723 -1.052
H 6.01522 -0.34565 -4.16783 -0.135 -0.149 0.525
H 6.44362 0.52609 -2.64867 -0.286 -0.631 -0.222
H 7.46708 -2.84241 -3.31378 0.102 -0.385 -0.373
H 5.82065 -2.64897 -4.09997 0.553 -0.080 0.524
H 6.29336 -3.78732 -1.23338 -0.440 0.328 -0.542
H 6.17785 -4.80547 -2.63499 -0.109 0.110 -0.312
H 2.77990 -3.24338 -1.25193 -0.929 0.212 -0.301
H 3.93146 -1.90498 -1.67242 -0.010 0.746 -0.296
H 4.22216 -3.06083 -0.38500 0.283 0.340 0.572
C -1.71926 5.61906 2.01585 -0.332 1.198 -0.543
O -2.55045 5.31924 3.09877 -0.447 -0.739 0.438
C -3.50895 4.31108 2.72203 1.010 0.450 -0.097
C -2.89758 2.94522 2.56772 -0.031 -0.055 0.837
O -2.74836 2.38086 3.84386 -0.316 -1.050 -0.118
C -1.58257 2.67788 4.56248 -0.586 1.027 0.509
C -1.33856 1.57142 5.55176 0.724 -0.352 0.486
O -2.24203 1.62108 6.68856 0.730 0.203 -0.702
C -2.20000 0.44419 7.46893 1.075 -0.180 0.427
H -1.09671 6.49523 2.26000 0.153 -0.655 0.295
H -2.34577 6.01495 1.20283 0.012 -0.314 -0.322
H -1.13760 4.77428 1.63353 -0.031 0.257 0.261
H -4.00490 4.61830 1.83050 -0.403 0.328 -1.070
H -4.28327 4.21093 3.46517 0.085 0.319 0.601
H -1.93097 2.89540 2.06955 0.117 0.285 -0.423
H -3.60014 2.31304 2.03898 -0.181 -0.231 -0.291
H -1.73808 3.61566 5.09525 -0.102 0.179 0.442
H -0.73575 2.95218 3.91474 0.116 -0.873 -0.075
H -0.26543 1.67095 5.85226 -0.646 -0.223 0.291
H -1.44648 0.60309 5.04111 -0.017 0.093 0.101
H -2.93759 0.47087 8.26793 -0.308 0.353 -0.254
H -1.22369 0.27835 8.00967 -0.502 0.350 -0.685
H -2.37930 -0.42847 6.84939 -0.120 -0.303 -0.168
C 0.73131 -5.53480 0.62478 1.418 -0.533 -0.087
O 0.32895 -5.11790 1.87674 -0.408 0.565 0.253
C 1.29647 -5.27300 2.89404 0.305 1.094 -0.788
C 0.65587 -4.70832 4.13850 -0.569 -0.577 -0.115
O 0.29817 -5.87022 4.85210 -0.284 -0.284 -0.254
C -0.09033 -5.53320 6.12503 0.179 0.030 1.470
C -0.20729 -6.78313 6.94421 -0.728 -0.511 -0.219
O -1.38844 -7.45611 6.56587 -0.178 0.544 -0.996
C -1.54942 -8.60623 7.30521 0.146 -0.282 0.626
H 0.90010 -6.62154 0.61624 -0.100 -0.049 -0.151
H 1.70234 -5.07779 0.31463 -0.529 -0.007 0.106
H -0.04077 -5.27283 -0.06571 -0.459 0.162 -0.579
H 2.23694 -4.74415 2.61304 -0.476 -0.239 0.113
H 1.49363 -6.33512 3.03035 0.211 -0.107 0.185
H -0.29940 -4.18453 3.87911 0.981 0.058 0.003
H 1.28739 -4.07038 4.77681 -0.009 -0.126 -0.456
H -1.05869 -4.97529 6.18718 0.655 -0.131 -0.182
H 0.75172 -4.95372 6.54220 -0.512 0.333 0.379
H -0.33922 -6.58735 8.00224 0.533 0.445 0.479
H 0.64761 -7.45497 6.77445 0.080 0.261 0.105
H -1.70851 -8.35878 8.36127 -0.010 -0.179 0.145
H -0.67652 -9.24320 7.21467 0.389 -0.319 0.125
H -2.38414 -9.16128 6.93466 -0.677 -0.215 -0.236
C 5.14866 3.06466 -0.50414 -0.198 -0.022 0.605
O 3.93945 2.63022 -1.11920 0.366 -0.437 0.484
C 3.74138 1.25702 -0.79567 -0.177 -0.478 -1.500
C 2.45734 0.67109 -1.44071 0.630 1.427 -0.258
O 1.31436 0.93816 -0.64960 0.378 -0.257 -0.345
C 0.10684 0.46639 -1.23764 0.508 0.496 -1.815
C -0.95812 0.49416 -0.17861 0.327 -0.004 0.221
O -0.70145 -0.39036 0.88387 -0.283 -1.099 -0.393
C -0.97616 -1.76086 0.49926 0.372 0.427 0.734
H 5.02615 3.13080 0.60134 -0.003 0.071 -0.499
H 5.37807 4.04094 -0.91785 0.108 0.158 0.020
H 6.00891 2.37671 -0.67147 -0.475 0.183 -0.216
H 3.77256 1.07634 0.25817 -0.364 0.129 0.974
H 4.63818 0.71436 -1.16060 -0.437 -0.125 -0.237
H 2.60380 -0.38180 -1.57896 -0.057 -0.857 0.324
H 2.35476 1.06104 -2.49007 -0.034 0.127 0.701
H 0.27089 -0.51220 -1.80147 -0.253 0.773 1.088
H -0.19071 1.17847 -2.07178 0.144 -0.495 0.744
H -1.91562 0.30023 -0.62964 -0.700 -0.309 -0.321
H -1.03151 1.49405 0.24872 0.243 0.087 0.001
H -0.80246 -2.37774 1.39200 0.241 0.130 -0.323
H -0.34784 -2.11532 -0.34405 -0.298 0.243 0.458
H -2.03396 -1.84172 0.26912 -0.300 -0.080 -0.384